[1]
C19H15N5O2 | wB97M-V/def2-TZVPD

CARTESIAN COORDINATES (ANGSTROEM)
O 4.1598 5.1094 1.4791
O 2.3532 6.3205 1.5522
N 0.4202 0.6265 -0.5073
N -5.4366 -1.6872 1.0540
N 2.6715 0.6495 -0.3573
N 2.9288 5.2520 1.3464
N 0.7080 -2.1844 -1.6742
C 1.6314 -0.0656 -0.7487
C -1.2903 -0.7445 0.5443
C 2.8626 2.9999 0.4611
C 0.7681 1.8896 0.0176
C -4.6203 -1.6387 2.1095
C 2.1107 -4.0830 -1.9668
C 0.0596 2.9745 0.4905
C -3.6237 -1.0075 -0.3208
C -2.7494 -1.0076 0.7333
C 2.1297 1.8807 0.0514
C 2.1961 4.1410 0.8914
C 3.0569 -2.0995 -1.1395
C 0.8697 -3.4610 -2.0015
C -3.2839 -1.3505 2.0028
C 1.7620 -1.4883 -1.2414
C 3.2063 -3.4180 -1.5106
C -4.9454 -1.3925 -0.1574
C -0.9746 0.1456 -0.6343
C 0.7742 4.1049 0.9113
H 0.2387 4.9658 1.2334
H 3.9324 2.9404 0.4648
H -5.1066 -1.8760 3.0545
H -5.6370 -1.3887 -0.9782
H -0.0425 -4.0584 -2.2922
H -2.7150 -1.3398 2.9544
H -3.3812 -0.7783 -1.3576
H -0.8047 -1.7222 0.5352
H -1.6923 0.9824 -0.7013
H 4.1925 -3.8526 -1.4630
H -0.8825 -0.2239 1.3864
H 2.2474 -5.1194 -2.2468
H -1.0270 -0.4157 -1.5692
H -1.0157 3.0030 0.4537
H 3.9490 -1.5827 -0.8592

Summary:
total energy: -1157.2091 hartree
M: 345.36 g/mol
HOMO energy: -9.01 eV
orbital gap: 8.410 eV
SMILES: O=[N+]([O-])c1ccc2c(c1)nc(-c1ccccn1)n2CCc1ccncc1

Atom charges from the Löwdin analysis, given in e for atoms 1 to 6: 0.06, 0.07, 0.04, 0.05, 0.17, -0.34

[2]
C4H9NO2 | wB97M-V/def2-TZVPD

CARTESIAN COORDINATES (ANGSTROEM)
O 3.6200 -1.1368 0.3316
O 0.0019 1.8830 -0.2921
N 2.2100 0.4899 1.1056
C 2.7225 -0.3367 0.1619
C -0.8252 1.1157 -0.7368
C -0.9498 -0.3410 -0.3792
C -2.3972 -0.7158 -0.0504
H -2.4976 -1.7981 0.0657
H 2.2091 -0.2122 -0.8135
H 2.6533 0.5195 2.0116
H -0.2659 -0.5683 0.4442
H -2.7269 -0.2454 0.8814
H -3.0802 -0.4009 -0.8480
H -1.5685 1.4832 -1.4759
H -0.6151 -0.9136 -1.2569
H 1.5095 1.1774 0.8510

Summary:
total energy: -363.0481 hartree
M: 103.12 g/mol
HOMO energy: -9.76 eV
orbital gap: 10.395 eV
SMILES: CCC=O.NC=O

Atom charges from the Löwdin analysis, given in e for atoms 1 to 6: 0.00, 0.03, 0.12, -0.43, -0.25, -0.22

[3]
C37H41AsBr2N4OPdS2 | wB97M-V/def2-TZVPD

CARTESIAN COORDINATES (ANGSTROEM)
Pd 0.1986 0.2323 -0.3163
Br -4.5932 -0.2495 4.3656
Br -3.1993 5.8411 -0.5151
As 1.2505 0.5727 -2.4727
S 3.0534 -1.0328 1.7471
S -0.6519 -4.1811 -1.5720
O 1.5577 -0.7227 1.5562
N -1.2935 -0.0747 1.1485
N -0.4263 2.2139 0.1677
N 1.1894 -3.1340 0.0864
N -0.3867 -1.7115 -0.8804
C 6.7570 -2.9565 -0.1502
C 3.6897 0.2365 2.8645
C -2.0716 4.3964 -0.2172
C 0.6774 2.1077 -4.8950
C 3.7555 4.3088 1.5073
C -1.5019 -1.1961 1.8375
C 4.9452 3.6269 1.7237
C 0.2907 1.9620 -3.4243
C -2.8581 -3.2768 -3.0778
C -2.4854 -1.2980 2.8034
C 5.4647 -2.4744 -0.0099
C 3.1125 1.0379 -2.6805
C 7.5933 -0.7025 -0.1930
C -2.3209 -0.6909 -2.1116
C 0.0278 3.3179 -0.4368
C 4.9202 2.3007 2.1403
C -0.7515 4.4395 -0.6356
C -1.6877 2.2085 0.6363
C -2.0507 1.0006 1.4035
C 1.0182 -1.0103 -3.5830
C 3.4684 2.3446 -1.9685
C 2.5429 3.6552 1.6967
C 2.5171 2.3242 2.0915
C 7.8232 -2.0694 -0.2385
C 3.8216 -0.5748 0.1890
C 5.2269 -1.1021 0.0436
C -3.0472 0.9874 2.3571
C -2.5482 3.2685 0.4374
C -1.7950 -3.0323 -2.2179
C 6.2972 -0.2198 -0.0502
C 3.7103 1.6418 2.3319
C -3.6548 -2.2079 -3.4459
C 0.1243 -2.9036 -0.7050
C -1.5138 -1.7585 -1.7342
C -3.3879 -0.9256 -2.9633
C 2.0151 -1.1402 -4.7354
C -3.2671 -0.1862 3.0628
H 1.0616 3.2980 -0.7528
H 0.4498 2.8915 -2.8836
H 6.9357 -4.0234 -0.1935
H -4.0297 -0.1040 -3.2554
H 3.1316 -1.0285 -0.5233
H -3.5735 3.2241 0.7774
H -4.4935 -2.3707 -4.1103
H 4.6306 -3.1663 0.0548
H 5.8505 1.7787 2.3377
H 3.7728 5.3507 1.2122
H 3.0462 -1.1703 -4.3835
H -3.0616 -4.2745 -3.4468
H -2.6237 -2.2201 3.3490
H 3.7742 0.5111 0.1189
H 6.1151 0.8494 -0.0214
H 8.4228 -0.0107 -0.2704
H 1.6139 4.2032 1.5829
H 5.8932 4.1351 1.5981
H 3.0327 3.2048 -2.4818
H 4.6847 -0.1202 3.1416
H 0.2994 1.2768 -5.4890
H 8.8330 -2.4459 -0.3409
H 3.2868 1.1071 -3.7528
H 0.2422 3.0227 -5.2958
H -0.7670 1.7139 -3.3250
H 1.4165 -4.0862 0.3246
H 3.1179 2.3610 -0.9316
H -0.3442 5.3198 -1.1133
H 1.3415 -2.4290 0.8028
H 1.5724 1.8194 2.2505
H 4.5493 2.4883 -1.9541
H 3.0411 0.1452 3.7377
H -0.0108 -0.9776 -3.9429
H -2.1164 0.3021 -1.7362
H 1.7555 2.1696 -5.0411
H -0.8592 -2.0313 1.6098
H 1.8234 -2.0752 -5.2623
H 3.7115 0.2065 -2.3111
H 1.9257 -0.3312 -5.4590
H 1.0955 -1.8722 -2.9242
H -3.6257 1.8737 2.5763

Summary:
charge: +2
total energy: -10036.4285 hartree
M: 963.05 g/mol
HOMO energy: -13.61 eV
orbital gap: 7.452 eV

Atom charges from the Löwdin analysis, given in e for atoms 1 to 6: 0.77, 0.88, 0.89, 1.21, 1.01, 1.16

[4]
C20H31FO14S | wB97M-V/def2-TZVPD

CARTESIAN COORDINATES (ANGSTROEM)
S -3.6165 0.8909 0.2846
F -2.4147 0.8861 1.2710
O -2.1236 2.1984 -2.1716
O 6.3315 0.4157 -3.5969
O 2.1654 -3.4865 -1.1326
O 6.7076 -1.7120 -2.9264
O 4.6676 -0.9559 -3.5289
O -2.4794 4.8024 -2.7353
O 0.8134 -1.6820 -1.2972
O 2.5648 -1.5432 -0.0516
O -3.0567 -1.0514 4.7573
O -3.3230 -0.0490 -0.7412
O -4.6506 3.4740 1.5522
O -4.3850 -1.7391 6.4556
O -2.1454 -1.5368 6.6510
O -4.8022 0.6970 1.0405
C 4.1508 -2.2753 -3.3209
C -3.6810 2.5051 -0.3711
C -4.2135 -0.8655 3.9191
C 3.6954 -2.1418 0.5902
C 8.5269 0.2008 -4.6472
C -3.2975 4.2713 -2.0408
C 7.7329 0.7020 -3.4610
C -0.3213 2.9933 -0.6417
C -3.0206 2.8859 -1.4835
C -4.5584 4.9104 -1.6274
C -0.9820 -3.3416 -1.3946
C 1.8751 -2.3520 -0.8550
C -4.9065 0.4449 4.2243
C 5.9749 -0.8351 -3.3069
C -0.8478 1.9085 -1.5552
C -0.0683 -2.4177 -2.1641
C -4.5309 3.4947 0.3559
C -2.2650 -1.9344 8.0183
C -5.1505 4.5415 -0.4930
C -3.3062 -1.4735 5.9921
H 0.7024 2.7173 -0.3841
H 0.5246 -2.9587 -2.9014
H 7.7858 1.7867 -3.3917
H 8.5004 -0.8865 -4.7027
H 3.0711 -2.1965 -3.3899
H -6.0553 5.0153 -0.1322
H -2.7678 -1.1603 8.5959
H -1.2499 -2.0645 8.3813
H -0.1474 1.7665 -2.3755
H -1.6897 -3.8146 -2.0752
H 4.4268 -2.6579 -2.3451
H 4.2114 -1.3319 1.0962
H 4.3609 -2.6082 -0.1313
H 9.5667 0.5158 -4.5602
H -1.5463 -2.7858 -0.6449
H -4.1979 1.2715 4.1600
H 4.5127 -2.9491 -4.0960
H -0.8673 3.0555 0.3015
H -4.8784 -1.7222 4.0216
H -0.6480 -1.6576 -2.6848
H -4.9478 5.7079 -2.2480
H -3.8328 -0.8645 2.9022
H 8.1002 0.2798 -2.5263
H -5.7090 0.6224 3.5116
H -2.8137 -2.8694 8.1039
H -0.8960 0.9603 -1.0153
H -5.3265 0.4343 5.2299
H 8.1175 0.6021 -5.5748
H 3.3652 -2.8819 1.3171
H -0.3104 3.9698 -1.1226
H -0.4215 -4.1257 -0.8868

Summary:
total energy: -2332.0738 hartree
M: 546.52 g/mol
HOMO energy: -10.61 eV
orbital gap: 8.698 eV
SMILES: CCOC1=C(S(=O)(=O)F)C(=O)C=CC1=O.CCOC(=O)OC.CCOC(=O)OC.CCOC(=O)OC

Atom charges from the Löwdin analysis, given in e for atoms 1 to 6: 0.65, -0.11, 0.00, 0.04, 0.12, 0.12

Result set for energy above the lowest of the compared OMol25 structures with the same formula, charge and spin: 33.2, 23.5, 0.0, 0.0 kcal per mole, one per record in the order listed.